Run P
Computed, not measured: a cluster of 2 separate species, Cl2H2NP in total, with ωB97M-V/def2-TZVPD.

CARTESIAN COORDINATES (ANGSTROEM)
H  1.0337  -2.3205  -0.8118
N  1.4180  -1.4418  -0.6528
P  1.0931  -0.2834  0.2756
Cl  2.8722  0.8312  0.4029
Cl  -2.5793  1.3814  0.3998
H  -3.8377  1.8330  0.3862

Output
* SMILES: [H]/N=P/Cl.Cl
* molecular weight: 117.903 g/mol
* LUMO energy: -0.49 eV
* net charge: 0
* 2S+1: 1

---

Run Q
Computed, not measured: a cluster of 2 separate species, Cl2H2NP in total, with ωB97M-V/def2-TZVPD.

CARTESIAN COORDINATES (ANGSTROEM)
Cl  -4.5562  0.5136  1.2144
N  -4.0014  0.9209  -0.3290
P  -3.0903  0.1513  -1.3235
Cl  -3.1179  -1.8350  -0.7076
H  -1.0039  0.3999  2.1193
H  -0.7370  0.2335  1.5198

Output
* SMILES: Cl/N=P\Cl.[H][H]
* molecular weight: 117.903 g/mol
* LUMO energy: -0.99 eV
* net charge: 0
* 2S+1: 1

---

So which one is most stable? That would be run P, about 175.6 kJ/mol below the next structure.

---

Run P
Computed, not measured: a cluster of 7 separate species, C21H42O21 in total, with ωB97M-V/def2-TZVPD.

CARTESIAN COORDINATES (ANGSTROEM)
C  -0.5595  -2.2917  -4.9197
O  -0.9095  -1.2976  -3.9357
C  -1.6592  -0.2547  -4.2621
O  -2.0107  0.1384  -5.3527
O  -1.9280  0.3712  -3.1494
C  -2.7537  1.5474  -3.0866
H  -1.2518  -2.2221  -5.7587
H  -0.6249  -3.2804  -4.4654
H  0.3919  -2.1115  -5.4201
H  -3.8425  1.4973  -3.0907
H  -2.3924  2.3343  -3.7487
H  -2.6384  1.8856  -2.0568
C  2.9056  -3.8971  2.9732
O  3.5863  -3.3452  1.8090
C  4.5870  -3.9442  1.1769
O  5.2802  -4.8879  1.5860
O  4.7403  -3.3630  -0.0845
C  5.7264  -3.7446  -0.9491
H  1.8525  -4.1672  2.8957
H  2.9858  -3.2094  3.8150
H  3.4154  -4.8030  3.3012
H  5.3121  -4.4172  -1.7001
H  6.5808  -4.2894  -0.5474
H  6.0541  -2.7992  -1.3813
C  0.9066  4.4848  1.3159
O  0.1524  4.0367  2.4201
C  0.7114  3.4742  3.4463
O  1.9415  3.4465  3.6598
O  -0.3073  2.9052  4.1571
C  -0.0313  2.0617  5.2940
H  1.5906  5.2909  1.5811
H  0.3521  4.8921  0.4705
H  1.4544  3.6373  0.9039
H  0.2964  2.6568  6.1465
H  0.7383  1.3120  5.1105
H  -0.9086  1.4812  5.5793
C  -3.1176  5.9607  1.1298
O  -2.5068  6.4076  -0.0803
C  -1.8833  5.4499  -0.8540
O  -1.9673  4.2061  -0.7827
O  -1.1936  5.9885  -1.7858
C  -0.4161  5.2522  -2.7472
H  -3.9879  5.3213  0.9823
H  -3.3460  6.8799  1.6692
H  -2.4544  5.4312  1.8139
H  -0.5012  5.8565  -3.6503
H  -0.8487  4.2784  -2.9770
H  0.5932  5.0793  -2.3737
C  1.2428  -7.0274  -0.2777
O  1.5846  -5.8167  -0.9234
C  1.3169  -4.6475  -0.4212
O  0.6983  -4.3656  0.6015
O  1.8723  -3.8488  -1.2927
C  1.7060  -2.4009  -1.1180
H  0.2228  -6.9038  0.0863
H  2.0461  -7.1799  0.4430
H  1.2136  -7.8240  -1.0212
H  2.2088  -2.0345  -0.2230
H  0.6912  -2.0045  -1.0843
H  2.2225  -1.8891  -1.9300
C  -2.1656  -1.7041  -0.8025
O  -2.9597  -1.6631  0.3690
C  -3.8823  -0.7126  0.5645
O  -4.1715  0.2008  -0.2165
O  -4.6405  -0.9180  1.6777
C  -5.8151  -0.1868  1.8519
H  -1.5042  -0.8455  -0.6863
H  -2.6840  -1.6485  -1.7597
H  -1.4985  -2.5651  -0.8446
H  -5.6966  0.8540  1.5503
H  -6.2036  -0.3744  2.8528
H  -6.5680  -0.5916  1.1756
C  2.0269  0.1511  2.6572
O  1.9492  0.2877  1.2479
C  0.8159  0.6243  0.5886
O  -0.3028  0.4513  1.0961
O  1.1739  1.1020  -0.6592
C  0.3127  1.8229  -1.4598
H  2.8873  0.7508  2.9541
H  2.3561  -0.8780  2.8016
H  1.2042  0.4452  3.3090
H  0.6034  2.8575  -1.6422
H  -0.7116  1.8713  -1.0901
H  0.3337  1.3724  -2.4520

Output
* SMILES: COC(=O)OC.COC(=O)OC.COC(=O)OC.COC(=O)OC.COC(=O)OC.COC(=O)OC.COC(=O)OC
* molecular weight: 630.546 g/mol
* LUMO energy: 0.57 eV
* net charge: 0
* 2S+1: 1

---

Run Q
Computed, not measured: a cluster of 7 separate species, C21H42O21 in total, with ωB97M-V/def2-TZVPD.

CARTESIAN COORDINATES (ANGSTROEM)
C  -4.1644  -2.6343  -0.5703
O  -4.4237  -2.0455  0.7112
C  -3.5747  -2.2672  1.7367
O  -3.7742  -1.7624  2.7994
O  -2.5029  -3.0036  1.4115
C  -1.6868  -3.4521  2.5826
H  -3.9325  -3.7109  -0.5713
H  -3.3028  -2.1710  -1.0019
H  -5.0078  -2.4593  -1.2167
H  -2.0065  -4.4953  2.5960
H  -2.0435  -2.9223  3.4701
H  -0.6329  -3.3667  2.3314
C  3.8191  -0.3538  -2.3249
O  3.1816  -1.1714  -3.3041
C  2.0865  -0.6881  -3.8700
O  1.5503  0.3494  -3.6092
O  1.6320  -1.5307  -4.7921
C  0.6642  -1.0695  -5.7250
H  4.8262  -0.7252  -2.1693
H  3.2250  -0.2740  -1.3918
H  3.9153  0.6310  -2.7223
H  0.9218  -0.0521  -6.0867
H  -0.3142  -0.8705  -5.3667
H  0.6222  -1.7653  -6.5607
C  6.7768  4.6450  -1.0150
O  5.5284  4.7159  -1.7796
C  4.7242  3.7018  -1.6609
O  4.9761  2.7007  -1.0582
O  3.5787  4.0245  -2.2644
C  2.4624  3.1510  -2.3053
H  7.4242  5.4796  -1.3174
H  7.2274  3.6743  -1.1518
H  6.4943  4.8283  0.0436
H  2.2071  2.7780  -1.3217
H  2.5582  2.3334  -2.9480
H  1.6876  3.8177  -2.6778
C  1.5970  -2.7090  6.9910
O  2.4269  -2.3396  5.8870
C  2.0143  -2.8590  4.6772
O  1.0531  -3.5355  4.4647
O  2.8971  -2.4830  3.8294
C  2.6568  -3.0139  2.5257
H  0.9267  -3.5090  6.6792
H  0.8378  -2.0142  7.3642
H  2.1622  -3.0127  7.8638
H  3.3853  -2.6008  1.8238
H  1.6379  -2.6919  2.1760
H  2.7323  -4.1058  2.5291
C  -3.3373  1.5599  2.4053
O  -1.9703  1.7847  2.8072
C  -1.1906  0.7181  2.7554
O  -1.4850  -0.2832  2.1815
O  -0.1083  0.9569  3.4925
C  0.8950  -0.0786  3.4685
H  -3.8139  2.5355  2.3054
H  -3.8300  0.9427  3.1296
H  -3.2867  1.0916  1.4864
H  1.5373  0.1090  2.5878
H  0.3491  -1.0028  3.5246
H  1.4912  0.0005  4.3931
C  -0.9794  -0.1626  -1.2305
O  -0.6393  0.9788  -0.3874
C  0.6396  1.0149  0.0260
O  1.3778  0.0539  -0.0486
O  0.9709  2.1746  0.4540
C  0.0961  3.2996  0.7948
H  -0.6404  -0.0725  -2.2621
H  -2.0883  -0.2602  -0.9815
H  -0.4378  -1.0046  -0.7428
H  -0.1221  3.3380  1.8629
H  -0.8355  3.2931  0.2738
H  0.7261  4.2166  0.5615
C  -5.3985  0.4648  -0.9921
O  -4.6079  -0.3098  -1.9477
C  -4.2169  0.4029  -2.9715
O  -4.1464  1.5932  -2.9066
O  -3.9515  -0.3259  -3.9955
C  -3.4269  0.4228  -5.1652
H  -5.9127  -0.3202  -0.4244
H  -6.0794  1.1066  -1.5270
H  -4.7974  1.0090  -0.2417
H  -3.3042  -0.4290  -5.9016
H  -2.4351  0.8164  -4.9415
H  -4.0918  1.1999  -5.5527

Output
* SMILES: COC(=O)OC.COC(=O)OC.COC(=O)OC.COC(=O)OC.COC(=O)OC.COC(=O)OC.COC(=O)OC
* molecular weight: 630.546 g/mol
* LUMO energy: 0.58 eV
* net charge: 0
* 2S+1: 1

---

Run R
Computed, not measured: a cluster of 7 separate species, C21H42O21 in total, with ωB97M-V/def2-TZVPD.

CARTESIAN COORDINATES (ANGSTROEM)
C  -1.8802  26.4671  -17.8525
O  -1.2869  25.2534  -18.2678
C  -1.0886  24.2978  -17.3823
O  -0.6155  23.2500  -17.6620
O  -1.4588  24.6410  -16.1677
C  -1.0701  23.7984  -15.0775
H  -1.1490  27.1501  -17.4123
H  -2.6722  26.3677  -17.1077
H  -2.3393  26.9441  -18.7144
H  -1.3149  24.2916  -14.1414
H  0.0106  23.6263  -15.0821
H  -1.6241  22.8541  -15.0963
C  0.9619  21.1137  -20.2905
O  1.2732  20.5090  -19.0368
C  2.3027  19.7109  -19.0775
O  2.8930  19.3663  -20.0328
O  2.5253  19.2761  -17.8594
C  3.5342  18.2864  -17.6978
H  1.8601  21.6174  -20.6594
H  0.1967  21.8542  -20.1075
H  0.6612  20.3977  -21.0532
H  4.4347  18.5989  -18.2327
H  3.2116  17.3326  -18.1295
H  3.7266  18.1363  -16.6410
C  3.0589  23.2810  -16.5420
O  4.4716  23.1586  -16.4305
C  5.0632  22.3453  -17.2444
O  4.5735  21.5184  -17.9122
O  6.3464  22.5745  -17.1490
C  7.2084  21.5467  -17.6104
H  2.6829  23.9127  -15.7336
H  2.5534  22.3264  -16.3764
H  2.7578  23.7593  -17.4761
H  6.7274  20.5738  -17.6427
H  8.0482  21.4952  -16.9074
H  7.6835  21.8254  -18.5535
C  3.2206  12.6394  -16.7612
O  2.7273  13.8907  -16.3557
C  3.4281  14.5555  -15.4575
O  4.5658  14.3865  -15.1888
O  2.6470  15.4741  -14.9251
C  3.2703  16.2650  -13.9094
H  2.7287  11.8445  -16.2034
H  4.2968  12.5232  -16.6148
H  3.0602  12.5227  -17.8297
H  2.5224  16.9279  -13.4974
H  4.0956  16.8164  -14.3728
H  3.7657  15.6747  -13.1374
C  1.1679  20.6179  -2.3286
O  1.4838  21.2589  -3.5425
C  1.5596  20.4913  -4.5976
O  1.1887  19.3803  -4.6651
O  2.1286  21.1767  -5.5455
C  2.1143  20.4847  -6.7977
H  0.2690  20.0041  -2.4727
H  0.9375  21.3075  -1.5229
H  1.9445  19.9401  -1.9678
H  2.5330  19.4844  -6.6956
H  2.5883  21.0463  -7.5929
H  1.0689  20.3439  -7.0981
C  0.5868  25.2495  -12.4610
O  1.2370  26.2027  -11.6177
C  2.5146  26.0299  -11.3652
O  3.2235  25.2091  -11.8332
O  2.8830  26.9225  -10.4711
C  4.2572  27.0957  -10.2312
H  -0.3406  25.6534  -12.8510
H  0.4125  24.3271  -11.9090
H  1.2061  25.0526  -13.3398
H  4.8309  26.9507  -11.1477
H  4.6206  26.4413  -9.4395
H  4.4452  28.1176  -9.9053
C  3.0394  22.3244  -11.1460
O  2.3997  21.1988  -11.7300
C  1.8932  21.2775  -12.9614
O  1.5488  22.2701  -13.5261
O  1.8104  20.0302  -13.4163
C  1.4702  19.8227  -14.7994
H  3.8274  22.8073  -11.7307
H  3.5223  21.9847  -10.2339
H  2.3534  23.1485  -10.9711
H  2.1919  20.3666  -15.4170
H  0.4869  20.1858  -15.0874
H  1.6354  18.7774  -15.0324

Output
* SMILES: COC(=O)OC.COC(=O)OC.COC(=O)OC.COC(=O)OC.COC(=O)OC.COC(=O)OC.COC(=O)OC
* molecular weight: 630.546 g/mol
* LUMO energy: 0.42 eV
* net charge: 0
* 2S+1: 1

---

So which one is most stable? That would be run R, about 58.7 kJ/mol below the next structure.

---

Run P
Computed, not measured: the ion C4H11N2O with charge -1, with ωB97M-V/def2-TZVPD.

CARTESIAN COORDINATES (ANGSTROEM)
N  2.4076  0.9428  0.6767
C  1.9979  0.1371  -0.4891
C  0.5764  0.4152  -0.9292
C  -0.4830  0.0391  0.1028
N  -0.2185  -1.2746  0.6761
C  -1.9281  0.1073  -0.4485
O  -2.8409  -0.3315  0.4184
H  2.5686  0.3588  1.4833
H  3.2534  1.4570  0.4822
H  2.1972  -0.9173  -0.2886
H  2.7033  0.3153  -1.3244
H  0.3695  -0.1867  -1.8285
H  0.4467  1.4664  -1.1888
H  -0.4094  0.7783  0.9112
H  -1.1352  -1.6066  0.9803
H  0.0813  -1.9076  -0.0674
H  -2.0381  1.1539  -0.8511
H  -1.8967  -0.4956  -1.3836

Output
* SMILES: NCC[C@H](N)C[O-]
* molecular weight: 103.145 g/mol
* LUMO energy: 3.73 eV
* net charge: -1
* 2S+1: 1

---

Run Q
Computed, not measured: the ion C4H11N2O with charge -1, with ωB97M-V/def2-TZVPD.

CARTESIAN COORDINATES (ANGSTROEM)
C  -0.3766  -1.5519  -0.5411
C  -0.0516  -0.1704  0.0030
C  -0.6572  -0.0623  1.4494
N  0.3259  -0.0881  2.5353
N  -0.5296  0.9058  -0.8401
C  0.6826  1.4694  -1.7296
O  1.8420  1.4315  -1.1247
H  0.3129  -1.9233  -1.2980
H  -1.3919  -1.5868  -0.9338
H  -0.2849  -2.2659  0.2954
H  1.0255  -0.1082  0.1579
H  -1.1246  0.9173  1.5317
H  -1.4057  -0.8583  1.5918
H  1.0633  -0.7661  2.3952
H  0.7975  0.8114  2.6127
H  -1.1795  0.5449  -1.5332
H  0.6265  0.8030  -2.6239
H  0.3254  2.4979  -1.9479

Output
* SMILES: C[C@H](CN)NC[O-]
* molecular weight: 103.145 g/mol
* LUMO energy: 4.12 eV
* net charge: -1
* 2S+1: 1

---

So which one is most stable? That would be run P, about 33.5 kJ/mol below the next structure.

---

Run P
Computed, not measured: the molecule C10H13NS, with ωB97M-V/def2-TZVPD.

CARTESIAN COORDINATES (ANGSTROEM)
C  1.7685  1.6427  0.8331
C  1.1863  0.2646  0.5866
C  2.0826  -0.4318  -0.4626
C  1.0472  -0.3913  1.9479
N  -0.0816  0.2620  0.0586
C  -0.9372  1.2882  0.3233
C  -2.1968  1.0627  -0.2090
C  -2.0681  -0.1792  -0.9398
C  -2.8418  -1.1299  -1.5962
C  -2.1022  -2.2294  -1.9718
S  -0.4317  -2.1236  -1.5496
C  -0.7711  -0.5807  -0.7438
H  1.1090  2.1615  1.5951
H  2.8407  1.7382  1.2132
H  1.6261  2.3533  -0.1299
H  1.6928  -1.4176  -0.8849
H  1.8425  0.2574  -1.3123
H  3.1746  -0.5423  -0.0666
H  0.5165  -1.4172  1.9097
H  1.9623  -0.6013  2.5175
H  0.4216  0.0544  2.7646
H  -0.6616  2.1008  0.9084
H  -2.9098  1.8803  -0.3221
H  -3.8707  -1.0441  -1.7909
H  -2.3979  -2.9776  -2.6784

Output
* SMILES: CC(C)(C)n1ccc2ccsc21
* molecular weight: 179.288 g/mol
* LUMO energy: 0.77 eV
* net charge: 0
* 2S+1: 1

---

Run Q
Computed, not measured: the molecule C10H13NS, with ωB97M-V/def2-TZVPD.

CARTESIAN COORDINATES (ANGSTROEM)
C  2.7170  0.3179  -0.1393
C  1.3158  -0.3404  -0.0480
C  1.2338  -1.1809  -1.3082
C  1.0628  -1.2723  1.2278
N  0.1699  0.6055  -0.0262
C  0.0383  1.9549  0.3478
C  -1.3135  2.3071  0.4005
C  -2.0543  1.0807  0.1412
C  -3.3787  0.5928  0.0609
C  -3.3681  -0.7203  -0.2546
S  -1.8074  -1.4693  -0.5168
C  -1.1045  0.1214  -0.2594
H  2.9531  1.0774  0.6398
H  3.4275  -0.4562  0.1983
H  2.9452  0.8022  -1.0893
H  0.9427  -0.6835  -2.2408
H  2.1672  -1.7219  -1.4021
H  0.3242  -1.8889  -1.2416
H  0.1723  -1.9385  1.0561
H  1.8284  -2.0463  1.2489
H  1.0515  -0.7160  2.0705
H  0.9502  2.5162  0.6687
H  -1.7354  3.2595  0.7287
H  -4.3096  1.1315  -0.0070
H  -4.2286  -1.3326  -0.2562

Output
* SMILES: CC(C)(C)n1ccc2ccsc21
* molecular weight: 179.288 g/mol
* LUMO energy: 0.76 eV
* net charge: 0
* 2S+1: 1

---

So which one is most stable? That would be run Q, about 45.2 kJ/mol below the next structure.